Record 1
Computed, not measured: C4H6O in the gas phase in a non-equilibrium geometry, with ωB97M-V/def2-TZVPD.

Properties
total energy = -231.1607 Eh
SMILES = C#CCCO
gap between HOMO and LUMO = 10.937 eV
maximum force = 3.8 eV/Å
HOMO energy = -0.3718 Ha
ΔE to the lowest compared entry with this formula, charge and spin = 165.4 kJ/mol

Each line ends with the Mulliken charge.
Cartesian coordinates (Å):
C1 -1.499 1.466 -1.401  0.2057
C2 -1.155 0.591 -0.669  -0.6152
C3 -0.581 -0.447 0.185  -0.4419
C4 0.904 -0.229 0.321  -0.5369
O1 1.337 -1.331 1.113  -0.5147
H1 -1.930 2.138 -2.158  0.4000
H2 -0.975 -0.443 1.228  0.2621
H3 -0.741 -1.404 -0.352  0.2525
H4 1.347 -0.048 -0.635  0.3588
H5 1.051 0.697 0.883  0.3040
H6 2.243 -0.990 1.484  0.3256

=====

Record 2
Computed, not measured: C4H6O in the gas phase, with ωB97M-V/def2-TZVPD.

Properties
total energy = -231.2108 Eh
SMILES = O=CC1CC1
gap between HOMO and LUMO = 10.948 eV
maximum force = 0.5 eV/Å
HOMO energy = -0.3617 Ha
ΔE to the lowest compared entry with this formula, charge and spin = 33.9 kJ/mol

Each line ends with the Mulliken charge.
Cartesian coordinates (Å):
O1 2.655 -0.157 0.163  -0.4826
C1 1.529 -0.317 -0.245  -0.1501
C2 0.305 0.020 0.520  0.0844
C3 -0.751 0.865 -0.167  -0.4913
C4 -1.010 -0.579 0.082  -0.5820
H1 1.348 -0.748 -1.257  0.2762
H2 0.475 0.199 1.577  0.3830
H3 -1.250 1.603 0.454  0.2326
H4 -0.565 1.192 -1.186  0.2511
H5 -1.714 -0.864 0.856  0.2395
H6 -0.992 -1.247 -0.777  0.2391

=====

Record 3
Computed, not measured: a molecular structure, C4H6O in a non-equilibrium geometry, with ωB97M-V/def2-TZVPD.

Properties
total energy = -231.0936 Eh
gap between HOMO and LUMO = 9.751 eV
maximum force = 1.6 eV/Å
HOMO energy = -0.3166 Ha
ΔE to the lowest compared entry with this formula, charge and spin = 341.5 kJ/mol

Each line ends with the Mulliken charge.
Cartesian coordinates (Å):
C1 1.366 0.262 -0.035  -0.9180
C2 -0.037 0.672 0.218  0.0927
C3 -1.173 -0.056 -0.710  -0.3461
O1 -0.893 -1.319 -0.080  -0.4083
C4 0.115 -0.730 0.635  -0.1150
H1 2.080 -0.020 0.736  0.2590
H2 1.921 0.734 -0.870  0.2721
H3 -0.367 1.588 0.698  0.3293
H4 -1.230 -0.249 -1.797  0.2307
H5 -2.148 0.325 -0.385  0.2165
H6 0.366 -1.207 1.588  0.3872